1.
ORCA calculation (the ωB97M-V functional and the def2-TZVPD basis) on C40H47BN7O5Ru as an isolated structure in a non-equilibrium geometry.

As for the energy relative to the best compared isomer or geometry (same formula, charge and spin): 0.0 kcal per mole. Its HOMO-LUMO gap (alpha / beta) is 5.4 / 7.0 eV. The calculation puts the HOMO energy (alpha / beta) at -5.1 / -6.7 eV.

```
! wB97M-V def2-TZVPD RIJCOSX def2/J DEFGRID3
* xyz 0 6
Ru -0.53380 0.99007 -0.08562
C 1.28681 -4.35154 3.44527
C 0.73878 -2.94210 3.21478
C -0.59833 -2.64726 3.43847
C -1.10066 -1.41836 3.09445
C -0.33436 -0.40777 2.54506
N -0.84380 0.80695 2.08195
C -1.85673 1.27586 2.87442
C -1.67679 1.21336 4.26674
C -2.66024 1.57058 5.15138
C -3.86449 2.11891 4.76254
C -4.84846 2.60803 5.77299
C -4.08994 2.27005 3.40114
C -3.08281 1.81835 2.47285
N -3.41963 1.93244 1.11888
C -4.64633 1.84695 0.64605
C -4.56901 2.12019 -0.69852
C -3.23556 2.29222 -0.95610
N -2.52392 2.19858 0.17362
C 1.04206 -0.69459 2.37270
C 1.59279 -1.93193 2.70586
N 1.84099 0.35520 1.90949
C 2.85119 0.93773 2.54572
C 3.28830 1.96275 1.72615
C 2.53624 1.83372 0.54872
N 1.64261 0.86276 0.69449
H 1.95380 -4.34494 4.24660
H 1.82901 -4.67602 2.55861
H 0.48438 -5.04782 3.68666
H -1.28939 -3.40445 3.79357
H -2.16500 -1.24872 3.20846
H -0.70660 0.92444 4.69877
H -2.41409 1.50296 6.20761
H -5.56805 3.30076 5.36267
H -4.25189 3.11948 6.53650
H -5.40195 1.78111 6.23599
H -4.91221 2.79320 2.93257
H -5.49622 1.50152 1.23865
H -5.38138 2.11801 -1.43145
H -2.68896 2.57737 -1.82821
H 2.62761 -2.20321 2.56578
H 3.07508 0.66907 3.57644
H 4.02131 2.73636 1.88327
H 2.60526 2.39966 -0.32037
C 0.28219 -3.63529 -0.30185
C 1.60249 -4.07986 -0.88630
O 2.40297 -4.90957 -0.50906
O 1.78190 -3.37178 -2.08523
H 0.02610 -4.25746 0.58024
H -0.47344 -3.70902 -1.10374
H 0.31586 -2.55688 -0.11827
C 5.65939 -2.68253 -4.06391
C 4.97663 -1.84177 -3.00701
C 5.99089 -1.23247 -2.09068
O 4.19078 -2.78037 -2.17848
B 2.91000 -2.75219 -2.59791
O 2.71557 -1.91089 -3.68508
C 3.81255 -0.96377 -3.68615
C 3.45363 0.18018 -2.77917
C 4.02424 -0.45253 -5.06511
H 6.29840 -3.39172 -3.61266
H 6.28551 -2.00154 -4.66448
H 4.87919 -3.14711 -4.66847
H 6.71653 -1.97239 -1.79126
H 5.50800 -0.82016 -1.18252
H 6.54948 -0.41947 -2.59409
H 3.36671 -0.17656 -1.77761
H 2.47396 0.62678 -3.11555
H 4.24201 0.91478 -2.79962
H 4.03622 -1.27667 -5.77061
H 4.96534 0.05128 -5.15713
H 3.26610 0.16949 -5.40605
C -1.48677 -0.70528 -3.67236
C -1.59731 -0.74610 -2.17933
O -0.46207 -0.45328 -1.51964
C -2.76988 -1.15680 -1.46900
C -4.08935 -1.09559 -1.99736
C -5.21781 -1.30551 -1.24101
C -5.06787 -1.57397 0.12764
C -3.80859 -1.61021 0.67349
C -2.68482 -1.44947 -0.10844
H -1.38952 0.34524 -3.95829
H -2.29009 -1.10121 -4.26413
H -0.56074 -1.17475 -4.01326
H -4.20651 -0.77751 -3.03639
H -6.20851 -1.27262 -1.65516
H -5.96142 -1.62839 0.82869
H -3.65684 -1.82721 1.73801
H -1.71597 -1.60324 0.32348
C -0.31258 4.38771 0.74145
C 0.01967 4.05086 -0.65745
N -0.02551 2.86974 -1.22409
C 0.31065 3.06663 -2.54403
C 0.65871 4.36378 -2.75421
N 0.41794 4.99323 -1.53782
H -0.26191 3.57358 1.40198
H -1.33305 4.75880 0.80298
H 0.37223 5.18150 1.15779
H 0.36223 2.21498 -3.26218
H 1.00010 4.94674 -3.61954
H 0.45076 6.00787 -1.33966
*
```

2.
ORCA calculation (the ωB97M-V functional and the def2-TZVPD basis) on C42H32Cl5DyP2 as an isolated structure in a non-equilibrium geometry.

Its HOMO-LUMO gap (alpha / beta) is 7.6 / 7.7 eV. The calculation puts the HOMO energy (alpha / beta) at -13.8 / -13.8 eV.

```
! wB97M-V def2-TZVPD RIJCOSX def2/J DEFGRID3
* xyz 2 6
C 1.43313 -0.13131 -4.20636
C 0.97797 1.08901 -3.66751
C 1.61085 2.29240 -4.02977
C 2.57511 2.28388 -5.04021
C 2.96576 1.08097 -5.64397
C 2.41420 -0.12897 -5.20089
P -0.33533 1.02690 -2.41981
C -0.81043 2.77940 -2.10519
C -0.38372 3.37529 -0.89569
C -0.78487 4.68373 -0.60817
C -1.52173 5.42510 -1.53656
C -1.91472 4.83691 -2.74927
C -1.58188 3.50589 -3.02123
Dy -0.01616 0.79241 0.38176
P 1.27767 -1.26977 1.84391
C 3.00834 -0.76184 2.15298
C 4.08238 -1.66408 2.03080
C 5.38179 -1.24045 2.33327
C 5.63466 0.09568 2.66835
C 4.58161 1.02125 2.66734
C 3.27676 0.60365 2.39665
C 0.36641 -0.96480 3.43096
C -0.96580 -1.41450 3.49502
C -1.80583 -0.98092 4.51790
C -1.28753 -0.21703 5.57021
C 0.04706 0.19222 5.53695
C 0.86686 -0.15836 4.46206
C 1.25817 -3.07847 1.70241
C 0.67510 -3.69022 0.57239
C 0.69620 -5.08045 0.44694
C 1.27547 -5.87484 1.44846
C 1.81624 -5.26821 2.58657
C 1.79498 -3.87619 2.72635
C -1.77907 0.29713 -3.26519
C -1.83865 0.02828 -4.64204
C -2.95842 -0.62330 -5.17872
C -4.00026 -1.05299 -4.34720
C -3.92636 -0.81210 -2.96821
C -2.86003 -0.08789 -2.44822
H -1.35671 -2.06240 2.70254
H -2.86202 -1.25868 4.51290
H -1.92736 0.04797 6.41745
H 0.45388 0.79803 6.34982
H 1.89788 0.19556 4.42406
H 3.89531 -2.69350 1.71758
H 6.20043 -1.96183 2.30376
H 6.65063 0.41710 2.91869
H 4.78001 2.07034 2.89413
H 2.46677 1.35262 2.39746
H 0.21625 -3.07303 -0.20961
H 0.25761 -5.55560 -0.42892
H 1.29707 -6.96525 1.34392
H 2.26534 -5.87683 3.37366
H 2.20250 -3.40553 3.62392
H -1.01319 0.32809 -5.29084
H -3.00546 -0.80226 -6.25579
H -4.86730 -1.56404 -4.77143
H -4.70700 -1.18377 -2.30449
H -2.85786 0.16672 -1.38808
H 0.37715 2.90858 -0.20023
H -0.50536 5.12614 0.35274
H -1.78468 6.46800 -1.32825
H -2.47855 5.41253 -3.48211
H -1.91179 3.02325 -3.94814
H 1.33204 3.22517 -3.53522
H 3.02990 3.22418 -5.35843
H 3.70493 1.08365 -6.45073
H 2.73617 -1.07231 -5.64343
H 1.02146 -1.07540 -3.83493
H 2.01183 -0.43727 -1.01462
H 1.44989 -0.94997 -1.20492
Cl -0.67900 2.40340 2.33784
C -2.22422 1.51436 1.98254
C -2.12387 0.44512 1.08653
C -3.12513 -0.51845 1.05993
Cl -2.79753 -2.05622 0.29835
C -4.33407 -0.29231 1.72696
Cl -5.60401 -1.44290 1.61567
C -4.48240 0.88122 2.51312
Cl -5.94030 1.17290 3.33336
C -3.40313 1.79091 2.66709
Cl -3.50201 3.15831 3.69909
*
```

3.
ORCA calculation (the ωB97M-V functional and the def2-TZVPD basis) on one molecule with the formula CH5N3 in a non-equilibrium geometry.

As for the energy relative to the best compared isomer or geometry (same formula, charge and spin): 12.2 kcal per mole. Its HOMO-LUMO gap is 9.8 eV. Its SMILES is N=C(N)N. The calculation puts the HOMO energy at -8.8 eV.

```
! wB97M-V def2-TZVPD RIJCOSX def2/J DEFGRID3
* xyz 0 1
N 0.95872 -0.41718 -0.66653
C -0.19867 -0.05794 -0.01996
N -0.22021 0.20164 1.34343
N -1.29867 0.16353 -0.63727
H 0.86914 -0.98249 -1.49693
H 1.78663 -0.51902 -0.10351
H -1.08159 0.69011 1.52060
H 0.53629 0.78836 1.70393
H -1.35163 0.13299 -1.64376
*
```

Asked for E across the records above, the calculation gives -66170.7745 -149331.3651 -5588.4456 eV in order.